Entry 1:
Below is the ion C8H6BrO5S with charge -1 in a non-equilibrium geometry, with properties calculated with ωB97M-V/def2-TZVPD.

Computed properties:
total charge = -1
lowest unoccupied orbital energy = 2.98 eV
energy above the lowest of the compared OMol25 structures with the same formula, charge and spin = 5.06 kcal/mol
E_HOMO = -5.18 eV

Geometry as XYZ:
```
21
Properties=species:S:1:pos:R:3:nbo_charge:R:1
O -0.176 -1.386 -3.623 -0.50
C -1.089 -1.614 -2.900 0.56
Br -1.958 -3.387 -3.137 -0.14
C -1.522 -0.965 -1.634 -0.15
O -2.689 -1.467 -1.041 -0.70
C -0.416 -0.585 -0.678 -0.04
C 0.687 0.190 -1.164 -0.19
C 1.785 0.487 -0.252 -0.22
C 1.547 0.317 1.104 -0.23
C 0.459 -0.453 1.532 -0.22
C -0.432 -1.033 0.648 -0.19
S -2.502 0.834 -1.740 2.41
O -3.680 0.381 -2.471 -1.03
O -2.770 1.038 -0.362 -0.95
O -1.676 1.725 -2.526 -0.98
H -3.298 -1.464 -1.718 0.50
H 0.595 0.673 -2.159 0.25
H 2.603 1.045 -0.606 0.20
H 2.213 0.621 1.933 0.20
H 0.370 -0.707 2.504 0.19
H -1.305 -1.664 0.931 0.23
```



Entry 2:
Below is a cluster of 2 separate species, C5H12N2 in total in a non-equilibrium geometry, with properties calculated with ωB97M-V/def2-TZVPD.

Computed properties:
total charge = 0
lowest unoccupied orbital energy = 0.88 eV
energy above the lowest of the compared OMol25 structures with the same formula, charge and spin = 31.24 kcal/mol
E_HOMO = -9.26 eV

Geometry as XYZ:
```
19
Properties=species:S:1:pos:R:3:nbo_charge:R:1
H -3.553 -1.041 2.191 0.34
N -2.741 -0.454 2.369 -0.73
C -1.719 -1.216 2.423 0.27
N -0.453 -0.714 2.387 -0.82
H -1.789 -2.306 2.462 0.15
H -0.358 0.279 2.478 0.40
H 0.317 -1.351 2.472 0.39
C 2.507 1.721 -1.708 -0.41
C 1.364 1.093 -2.017 -0.16
C 0.855 -0.154 -1.381 -0.45
C -0.582 -0.014 -0.862 -0.59
H 2.835 2.524 -2.351 0.20
H 3.031 1.413 -0.812 0.19
H 0.715 1.594 -2.733 0.19
H 0.912 -0.982 -2.096 0.21
H 1.510 -0.486 -0.566 0.20
H -1.229 0.311 -1.681 0.20
H -0.982 -0.957 -0.496 0.21
H -0.639 0.741 -0.081 0.21
```



Entry 3:
Below is a cluster of 3 separate species, C4H13NO2 in total in a non-equilibrium geometry, with properties calculated with ωB97M-V/def2-TZVPD.

Computed properties:
total charge = 0
lowest unoccupied orbital energy = 0.69 eV
energy above the lowest of the compared OMol25 structures with the same formula, charge and spin = 34.07 kcal/mol
E_HOMO = -8.22 eV

Geometry as XYZ:
```
20
Properties=species:S:1:pos:R:3:nbo_charge:R:1
C -1.800 -0.983 -0.436 -0.49
C -0.466 -0.815 -0.516 0.20
C 0.422 -2.007 -0.648 -0.66
N 0.175 0.341 0.028 -0.67
C 0.980 0.244 1.248 -0.43
H -2.199 -1.938 -0.747 0.20
H -2.440 -0.166 -0.165 0.20
H -0.085 -2.816 -1.162 0.23
H 1.410 -1.753 -1.031 0.22
H 0.663 -2.355 0.367 0.22
H -0.491 1.092 0.139 0.39
H 0.433 0.501 2.162 0.19
H 1.551 -0.674 1.300 0.20
H 1.618 1.143 1.239 0.21
O -2.441 2.213 0.789 -0.94
H -2.506 2.591 -0.095 0.47
H -3.314 1.859 0.938 0.47
O 2.765 1.496 -1.185 -0.99
H 3.635 1.148 -1.397 0.48
H 2.089 0.878 -0.828 0.50
```



Entry 4:
Below is a structure of composition C39H50BeN6OP2SSi2, with properties calculated with ωB97M-V/def2-TZVPD.

Computed properties:
total charge = 0
lowest unoccupied orbital energy = 0.27 eV
energy above the lowest of the compared OMol25 structures with the same formula, charge and spin = 0.00 kcal/mol
E_HOMO = -6.50 eV

Geometry as XYZ:
```
102
Properties=species:S:1:pos:R:3:lowdin_charge:R:1
Be -0.223 0.477 0.579 -0.03
C -1.811 3.609 -2.485 -0.17
Si -1.575 2.825 -0.811 0.33
C -0.638 4.104 0.199 -0.18
C -3.321 2.618 -0.128 -0.19
N -0.757 1.312 -0.790 -0.25
P -0.036 0.393 -1.972 0.69
C 1.173 -0.542 -1.348 -0.40
P 0.655 -1.732 -0.325 0.69
N -0.403 -1.198 0.851 -0.24
Si -1.179 -2.164 2.082 0.34
C -2.991 -1.717 2.176 -0.18
C -0.366 -1.950 3.762 -0.19
C -1.162 -4.038 1.808 -0.17
C 2.136 -2.441 0.506 -0.26
C 3.304 -1.684 0.482 -0.10
C 4.443 -2.114 1.146 -0.11
C 4.430 -3.313 1.849 -0.10
C 3.272 -4.080 1.871 -0.08
C 2.138 -3.647 1.200 -0.08
C -0.116 -3.150 -1.183 -0.30
C -1.495 -3.319 -1.210 -0.12
C -2.075 -4.313 -1.983 -0.08
C -1.274 -5.155 -2.740 -0.09
C 0.107 -4.989 -2.729 -0.08
C 0.679 -3.989 -1.960 -0.08
C 0.657 1.430 -3.315 -0.28
C 1.987 1.826 -3.199 -0.09
C 2.582 2.610 -4.175 -0.08
C 1.859 2.986 -5.299 -0.09
C 0.544 2.567 -5.442 -0.08
C -0.050 1.794 -4.455 -0.11
C -1.392 -0.477 -2.847 -0.29
C -1.079 -1.325 -3.909 -0.09
C -2.074 -2.019 -4.572 -0.08
C -3.401 -1.884 -4.175 -0.10
C -3.722 -1.056 -3.113 -0.08
C -2.717 -0.353 -2.454 -0.08
H -2.379 4.530 -2.333 0.04
H -2.378 2.984 -3.173 0.03
H -0.869 3.871 -2.961 0.02
H -1.263 4.971 0.422 0.03
H 0.217 4.465 -0.377 0.03
H -0.258 3.702 1.138 0.00
H -3.739 3.561 0.237 0.02
H -3.352 1.866 0.662 0.00
H -3.994 2.283 -0.919 0.03
H -3.166 -0.672 2.418 -0.02
H -3.480 -2.329 2.935 0.03
H -3.473 -1.931 1.219 0.02
H -0.539 -0.973 4.210 -0.01
H 0.713 -2.113 3.684 0.02
H -0.751 -2.705 4.448 0.03
H -0.706 -4.416 0.897 0.00
H -2.199 -4.378 1.799 0.04
H -0.666 -4.510 2.656 0.03
H 3.301 -0.768 -0.100 0.08
H 5.352 -1.527 1.089 0.10
H 5.320 -3.659 2.358 0.10
H 3.255 -5.023 2.402 0.10
H 1.251 -4.268 1.217 0.08
H -2.127 -2.655 -0.630 0.09
H -3.151 -4.424 -1.999 0.11
H -1.722 -5.936 -3.341 0.10
H 0.736 -5.637 -3.325 0.10
H 1.754 -3.847 -1.974 0.11
H 2.558 1.470 -2.349 0.08
H 3.617 2.909 -4.070 0.10
H 2.323 3.588 -6.069 0.10
H -0.022 2.839 -6.323 0.10
H -1.076 1.472 -4.582 0.10
H -0.042 -1.449 -4.200 0.12
H -1.818 -2.682 -5.388 0.10
H -4.179 -2.432 -4.691 0.10
H -4.751 -0.956 -2.791 0.10
H -2.960 0.274 -1.608 0.08
N 4.544 -0.345 4.269 0.19
C 3.431 0.430 4.242 -0.51
O 2.781 0.711 5.226 0.07
C 3.058 0.959 2.891 -0.12
C 3.860 1.823 2.161 0.00
C 3.382 2.330 0.962 -0.02
C 2.134 1.932 0.519 -0.10
N 1.378 1.080 1.212 0.03
C 1.821 0.613 2.375 -0.08
H 4.760 -0.803 5.141 0.12
H 4.852 -0.784 3.416 0.08
H 4.836 2.110 2.532 0.12
H 3.966 3.017 0.367 0.11
H 1.724 2.268 -0.424 0.09
H 1.176 -0.075 2.901 0.08
C -2.431 5.162 3.428 -0.07
N -2.314 3.792 2.981 -0.04
C -1.426 2.912 3.443 -0.83
N -0.635 3.297 4.461 0.13
S -1.276 1.350 2.821 0.78
H -3.215 5.646 2.852 0.09
H -1.501 5.712 3.268 0.09
H -2.710 5.217 4.484 0.09
H -2.879 3.475 2.209 0.09
H -0.774 4.156 4.963 0.09
H 0.017 2.621 4.821 0.10
```



Entry 5:
Below is a cluster of 2 separate species, C4H13N2O in total in a non-equilibrium geometry, with properties calculated with ωB97M-V/def2-TZVPD.

Computed properties:
total charge = +1
lowest unoccupied orbital energy (spin up / spin down) = -3.83 / -4.25 eV
energy above the lowest of the compared OMol25 structures with the same formula, charge and spin = 142.34 kcal/mol
E_HOMO (spin up / spin down) = -14.16 / -12.09 eV

Geometry as XYZ:
```
20
Properties=species:S:1:pos:R:3:nbo_charge:R:1
C -1.796 0.314 -0.992 -0.68
C 1.335 0.662 -0.897 -0.41
C 1.336 -1.117 0.786 -0.41
C -0.724 -0.450 -0.159 0.58
N -0.364 1.678 1.199 -0.82
N 0.652 -0.626 -0.479 -0.43
O -1.142 -1.499 0.540 -0.67
H -1.527 0.099 -2.036 0.24
H -1.713 1.358 -0.681 0.27
H -2.748 -0.055 -0.699 0.23
H 1.565 1.164 -0.028 0.25
H 2.293 0.460 -1.473 0.24
H 0.809 1.420 -1.370 0.26
H 2.165 -1.766 0.416 0.23
H 1.709 -0.333 1.304 0.22
H 0.684 -1.687 1.519 0.28
H 0.155 1.466 2.097 0.33
H -1.334 1.817 1.546 0.33
H 0.806 -1.378 -1.196 0.44
H -2.160 -1.526 0.602 0.53
```



Entry 6:
Below is a structure of composition C24H64Cl2CrN10O6P2 in a non-equilibrium geometry, with properties calculated with ωB97M-V/def2-TZVPD.

Computed properties:
total charge = +1
lowest unoccupied orbital energy (spin up / spin down) = -3.76 / -2.11 eV
E_HOMO (spin up / spin down) = -10.29 / -10.29 eV
multiplicity = 4

Geometry as XYZ:
```
109
Properties=species:S:1:pos:R:3:lowdin_spin:R:1
Cr 0.430 -0.177 0.069 2.98
Cl 1.381 -2.299 0.928 -0.03
Cl -0.618 1.740 -0.929 -0.02
C -0.275 -1.727 -2.894 0.00
O -0.028 -1.329 -1.731 0.02
N 0.591 -2.442 -3.698 0.00
C 0.366 -2.542 -5.226 0.00
C 1.853 -2.857 -3.239 0.00
H -1.229 -1.456 -3.371 0.00
H 1.016 -3.362 -5.531 0.00
H 0.561 -1.577 -5.692 0.00
H -0.681 -2.800 -5.390 0.00
H 2.140 -3.856 -3.565 0.00
H 2.649 -2.195 -3.579 0.00
H 1.969 -2.919 -2.157 0.00
C 3.176 1.250 1.416 0.00
O 1.990 0.896 1.096 0.01
N 3.829 2.237 0.771 0.00
C 5.268 2.585 1.076 0.00
C 3.105 3.143 -0.130 0.00
H 3.738 0.935 2.308 0.00
H 5.408 3.638 1.322 0.00
H 5.747 2.306 0.137 0.00
H 5.653 1.947 1.872 0.00
H 3.714 3.149 -1.034 0.00
H 2.101 2.914 -0.487 0.00
H 3.175 4.150 0.281 0.00
C 3.081 -0.014 -2.298 0.00
O 2.159 0.002 -1.509 0.02
N 4.310 -0.436 -1.993 0.00
C 5.465 -0.276 -2.921 0.00
C 4.554 -1.006 -0.759 0.00
H 3.108 0.344 -3.338 0.00
H 6.357 0.174 -2.485 0.00
H 5.279 0.355 -3.790 0.00
H 5.721 -1.243 -3.354 0.00
H 5.144 -0.251 -0.239 0.00
H 3.622 -1.309 -0.281 0.00
H 5.104 -1.927 -0.953 0.00
C 1.236 3.770 -5.660 0.00
O 1.117 4.639 -6.557 0.00
N 0.661 2.613 -5.733 0.00
C 0.666 1.741 -4.614 0.00
C -0.096 2.176 -6.859 0.00
H 1.868 3.855 -4.763 0.00
H 1.459 1.919 -3.887 0.00
H 0.845 0.722 -4.958 0.00
H -0.332 1.680 -4.180 0.00
H -1.051 1.925 -6.396 0.00
H -0.328 2.891 -7.649 0.00
H 0.332 1.224 -7.172 0.00
O -0.323 0.442 2.022 0.00
P -0.423 0.909 3.426 0.00
N 0.496 -0.153 4.403 0.00
C -0.043 -1.463 4.805 0.00
C 1.982 -0.160 4.418 0.00
N -1.966 1.126 4.150 0.00
C -3.142 1.413 3.232 0.00
C -2.212 1.512 5.569 0.00
N 0.314 2.515 3.721 0.00
C 0.780 3.041 5.018 0.00
C 0.283 3.619 2.778 0.00
H 0.037 -2.232 4.037 0.00
H -1.071 -1.396 5.160 0.00
H 0.516 -1.915 5.625 0.00
H 2.398 0.805 4.128 0.00
H 2.373 -1.011 3.861 0.00
H 2.290 -0.230 5.462 0.00
H -3.008 0.813 2.331 0.00
H -4.083 1.130 3.704 0.00
H -3.243 2.479 3.031 0.00
H -3.028 0.940 6.009 0.00
H -1.257 1.345 6.068 0.00
H -2.301 2.573 5.803 0.00
H 1.686 3.575 4.730 0.00
H -0.045 3.518 5.548 0.00
H 1.097 2.230 5.673 0.00
H 0.274 4.605 3.242 0.00
H -0.549 3.280 2.161 0.00
H 1.215 3.563 2.214 0.00
O -1.545 -1.136 0.325 0.00
P -2.927 -1.658 0.292 0.00
N -3.040 -3.292 -0.175 0.00
C -1.829 -3.984 -0.624 0.00
C -4.280 -3.988 -0.323 0.00
N -4.011 -0.825 -0.790 0.00
C -4.300 0.519 -0.409 0.00
C -4.024 -1.037 -2.264 0.00
N -3.731 -1.709 1.845 0.00
C -2.890 -2.277 2.930 0.00
C -5.171 -1.871 2.095 0.00
H -1.935 -4.306 -1.660 0.00
H -1.639 -4.748 0.129 0.00
H -0.945 -3.347 -0.633 0.00
H -4.169 -5.059 -0.494 0.00
H -4.944 -3.545 -1.066 0.00
H -4.838 -3.937 0.612 0.00
H -3.412 1.148 -0.347 0.00
H -5.031 0.910 -1.117 0.00
H -4.827 0.726 0.523 0.00
H -3.473 -1.928 -2.567 0.00
H -5.083 -1.121 -2.507 0.00
H -3.557 -0.129 -2.647 0.00
H -1.835 -2.007 2.980 0.00
H -3.337 -2.040 3.895 0.00
H -2.882 -3.367 2.912 0.00
H -5.377 -2.896 2.405 0.00
H -5.769 -1.681 1.204 0.00
H -5.557 -1.209 2.870 0.00
```



Entry 7:
Below is a cluster of 2 separate species, C2H2N3O5S in total in a non-equilibrium geometry, with properties calculated with ωB97M-V/def2-TZVPD.

Computed properties:
total charge = -1
lowest unoccupied orbital energy (spin up / spin down) = 0.90 / 0.90 eV
energy above the lowest of the compared OMol25 structures with the same formula, charge and spin = 46.87 kcal/mol
E_HOMO (spin up / spin down) = -6.03 / -6.03 eV

Geometry as XYZ:
```
13
Properties=species:S:1:pos:R:3:nbo_charge:R:1
C -1.973 2.181 -1.096 -0.14
C -1.077 0.036 0.321 0.24
N -2.515 3.020 -1.659 -0.62
N 0.214 -0.006 -0.021 -0.68
N -1.561 1.002 1.216 0.45
O -2.713 0.952 1.543 -0.28
O -2.047 -2.141 1.139 -0.97
O -0.709 1.787 1.595 -0.39
O -3.145 -1.132 -0.771 -0.91
O -0.858 -2.088 -0.979 -1.00
S -1.930 -1.481 -0.153 2.39
H 0.667 0.889 -0.012 0.44
H 0.280 -0.854 -0.602 0.47
```



Entry 8:
Below is a cluster of 3 separate species, C4H14NO2 in total in a non-equilibrium geometry, with properties calculated with ωB97M-V/def2-TZVPD.

Computed properties:
total charge = +1
lowest unoccupied orbital energy = -2.99 eV
energy above the lowest of the compared OMol25 structures with the same formula, charge and spin = 49.27 kcal/mol
E_HOMO = -15.12 eV

Geometry as XYZ:
```
21
Properties=species:S:1:pos:R:3:nbo_charge:R:1
C 0.626 -0.169 1.502 -0.22
N 0.533 0.184 -0.097 -0.57
C -0.786 0.957 -0.153 -0.25
C -1.696 0.246 0.702 -0.42
C -0.790 -0.006 2.014 -0.45
H 0.883 -1.198 1.785 0.26
H 1.549 0.490 1.817 0.24
H 0.437 -0.776 -0.613 0.48
H 1.269 0.764 -0.563 0.45
H -1.081 1.054 -1.234 0.24
H -0.654 2.021 0.072 0.23
H -2.613 1.053 0.902 0.26
H -2.112 -0.687 0.304 0.24
H -1.221 -0.964 2.440 0.24
H -0.853 0.730 2.783 0.25
H 0.350 -3.549 -0.988 0.50
H 1.704 -3.205 -0.473 0.48
O 0.893 -2.844 -0.496 -0.96
H 0.534 2.351 -3.037 0.47
H 1.968 1.993 -3.359 0.48
O 1.058 1.555 -3.308 -0.95
```



Number 1: total energy -99509.20442 eV. Number 2: total energy -8358.78162 eV. Number 3: total energy -9942.71900 eV. Number 4: total energy -97820.18752 eV. Number 5: total energy -9375.41150 eV. Number 6: total energy -125153.91384 eV. Number 7: total energy -27645.44137 eV. Number 8: total energy -9952.62464 eV.